No. 1
{
  "formula": "C4H6N2O",
  "method": "wB97M-V/def2-TZVPD",
  "e_tot_ha": -340.7437,
  "de_lowest_kcal_mol": 32.1,
  "gap_ha": 0.365,
  "smiles": "NC1=CCN=C1O",
  "symbols": ["N", "C", "C", "C", "N", "C", "O", "H", "H", "H", "H", "H", "H"],
  "positions_angstrom": [[0.611414, -1.288370, -1.305406], [0.145376, -0.455378, -0.254577], [-0.707659, -0.622156, 0.767224], [-0.859606, 0.736336, 1.391784], [0.162654, 1.607235, 0.816295], [0.577289, 0.956403, -0.201222], [1.291505, 1.505806, -1.192901], [-0.113867, -1.914542, -1.636825], [1.402822, -1.853169, -1.009354], [-1.195052, -1.540576, 1.086185], [-1.697263, 1.275241, 0.937800], [-0.998989, 0.771368, 2.477024], [1.381377, 0.821800, -1.876027]],
  "atomic_forces_ev_per_a": [[-0.07, -0.24, 0.07], [-0.08, 0.13, 0.18], [0.02, 0.19, -0.22], [-0.09, 0.14, 0.10], [0.24, -0.09, -0.32], [-0.02, 0.10, 0.25], [0.25, -0.20, -0.04], [0.11, 0.04, 0.06], [-0.05, 0.13, -0.12], [-0.02, 0.29, -0.16], [-0.77, -0.51, 0.35], [0.40, 0.02, -0.19], [0.08, 0.02, 0.05]],
  "nbo_charge": [-0.8592, 0.0362, -0.1974, -0.2876, -0.4466, 0.4715, -0.6497, 0.3808, 0.3815, 0.2190, 0.2418, 0.2161, 0.4937]
}

---

No. 2
{
  "formula": "C4H11N2",
  "method": "wB97M-V/def2-TZVPD",
  "charge": 1,
  "e_tot_ha": -268.0859,
  "de_lowest_kcal_mol": 137.4,
  "gap_ha": 0.234,
  "symbols": ["C", "C", "C", "C", "N", "N", "H", "H", "H", "H", "H", "H", "H", "H", "H", "H", "H"],
  "positions_angstrom": [[0.841759, -0.131781, 1.162382], [0.077693, 1.182705, 1.545251], [-0.188685, 0.484308, 0.197358], [-1.478821, -0.188488, -0.038759], [0.521264, 1.214853, -0.825440], [0.482586, -1.521264, -1.529728], [1.844242, -0.046722, 0.746563], [0.573246, -1.057924, 1.670232], [0.560870, 2.184762, 1.509069], [-0.702787, 1.070745, 2.287483], [-1.883145, -0.766263, 0.812953], [-2.181601, 0.462486, -0.509588], [0.331070, -2.025150, -2.344617], [-0.088432, 1.958148, -1.224007], [0.767218, 0.502779, -1.521844], [0.972972, -2.151838, -0.934710], [-0.449448, -1.171354, -1.002598]],
  "atomic_forces_ev_per_a": [[-1.10, 2.11, 0.66], [1.11, -1.79, 1.94], [-0.13, -1.31, -2.54], [1.97, 3.54, 4.27], [-1.58, 0.29, -0.50], [-1.56, 2.04, 2.17], [-0.28, 0.14, 0.28], [-0.13, 0.37, -0.01], [-0.53, -0.99, -0.58], [0.17, 0.00, 0.11], [0.28, -0.45, -0.87], [-0.67, -0.58, -1.81], [-0.99, -0.95, -1.98], [0.77, -0.71, 0.12], [0.04, 0.65, -0.09], [0.19, -0.49, 0.94], [2.43, -1.89, -2.10]],
  "nbo_charge": [-0.3715, -0.2682, -0.0034, 0.0169, -0.8298, -0.9593, 0.2763, 0.2442, 0.2948, 0.2392, 0.2429, 0.2470, 0.3877, 0.3806, 0.4187, 0.3802, 0.3036]
}

---

No. 3
{
  "formula": "C4H7IO2",
  "method": "wB97M-V/def2-TZVPD",
  "e_tot_ha": -604.6419,
  "de_lowest_kcal_mol": 80.0,
  "gap_ha": 0.364,
  "smiles": "C[C@@H]1COO[C@H]1I",
  "symbols": ["C", "C", "C", "O", "O", "C", "I", "H", "H", "H", "H", "H", "H", "H"],
  "positions_angstrom": [[-0.499414, -1.024089, 0.938719], [-0.428450, 0.364993, 0.244579], [-0.577269, 0.159780, -1.316110], [0.498051, -0.614892, -1.683335], [1.598904, -0.277968, -0.806713], [1.063574, 0.579258, 0.281171], [1.452399, 2.750744, 0.272992], [0.344528, -1.614169, 0.675928], [-1.472218, -1.366412, 0.772035], [-0.355252, -0.877229, 2.094394], [-1.204565, 1.002864, 0.617967], [-1.400415, -0.492414, -1.676644], [-0.481725, 1.162020, -1.661649], [1.461851, 0.247513, 1.246665]],
  "atomic_forces_ev_per_a": [[0.33, 2.32, 2.95], [0.45, -3.46, -1.41], [-0.64, -0.43, 1.86], [1.32, -0.57, -0.16], [-0.37, 2.00, 1.80], [0.09, 0.21, -0.64], [0.32, -0.49, -0.38], [0.08, -0.96, -0.71], [-1.24, -1.45, -0.21], [-0.52, -0.13, -1.95], [0.38, 0.92, 0.34], [-0.12, 1.11, 0.38], [-0.47, 0.81, -1.25], [0.37, 0.11, -0.62]],
  "nbo_charge": [-0.6038, -0.3094, -0.0947, -0.2466, -0.2747, -0.0029, 0.0253, 0.2299, 0.2138, 0.1997, 0.2457, 0.2181, 0.1772, 0.2225]
}